Computed, not measured: a gas-phase ion, C4H9N2 (charge +1), with ωB97M-V/def2-TZVPD.

Properties
total charge = +1
HOMO-LUMO gap = 10.76 eV
LUMO energy = -0.1212 Ha
relative energy (zero: lowest compared OMol25 entry of this formula, charge and spin) = 158.4 kJ/mol
structure (SMILES) = C=CN(C)C=[NH2+]

Bonds (Å) are listed after each position.
CARTESIAN COORDINATES (ANGSTROEM)
1 C 0.254 1.100 -2.079  C2 1.301, H7 1.133, H8 1.129
2 C -0.463 0.351 -1.294  C1 1.301, N3 1.462, H9 1.067
3 N -0.144 0.019 0.093  C2 1.462, C4 1.489, C5 1.292
4 C 0.285 1.114 1.006  N3 1.489, H10 1.070, H11 1.051, H12 1.051
5 C -0.325 -1.230 0.370  N3 1.292, N6 1.266, H13 1.100
6 N -0.120 -1.789 1.488  C5 1.266, H14 1.044, H15 0.983
7 H 0.027 1.070 -3.189  C1 1.133
8 H 1.074 1.768 -1.683  C1 1.129
9 H -1.224 -0.264 -1.718  C2 1.067
10 H 1.164 1.551 0.579  C4 1.070
11 H 0.478 0.670 1.939  C4 1.051
12 H -0.594 1.679 1.116  C4 1.051
13 H -0.531 -1.841 -0.521  C5 1.100
14 H 0.171 -1.427 2.423  N6 1.044
15 H -0.051 -2.769 1.471  N6 0.983

Computed, not measured: 2 unconnected molecules or ions with the total composition C6H12O, with ωB97M-V/def2-TZVPD.

Properties
HOMO-LUMO gap = 8.71 eV
LUMO energy = 0.0195 Ha
relative energy (zero: lowest compared OMol25 entry of this formula, charge and spin) = 487.8 kJ/mol
structure (SMILES) = C=C(C)C(=C)C.O

Bonds (Å) are listed after each position.
CARTESIAN COORDINATES (ANGSTROEM)
1 C 0.841 -2.040 -0.050  C2 1.324, H7 1.087, H8 1.097
2 C 0.226 -0.875 0.075  C1 1.324, C3 1.533, C4 1.557
3 C 0.421 0.117 -1.078  C2 1.533, H9 1.025, H10 1.170, H11 1.114
4 C -0.874 -0.778 1.174  C2 1.557, C5 1.378, C6 1.622
5 C -1.901 -1.608 1.567  C4 1.378, H12 1.182, H13 1.165
6 C -0.879 0.575 2.067  C4 1.622, H14 1.091, H15 1.197, H16 1.177
7 H 0.120 -2.852 -0.030  C1 1.087
8 H 1.866 -2.280 -0.360  C1 1.097
9 H -0.426 0.677 -1.218  C3 1.025
10 H 0.614 -0.423 -2.098  C3 1.170
11 H 1.099 0.973 -0.860  C3 1.114
12 H -2.790 -1.137 2.187  C5 1.182
13 H -1.803 -2.769 1.535  C5 1.165
14 H -1.353 1.469 1.661  C6 1.091
15 H 0.261 0.615 2.431  C6 1.197
16 H -1.390 0.206 3.061  C6 1.177
17 O 2.312 3.505 -3.644  H18 0.956, H19 1.040
18 H 2.222 3.672 -2.707  O17 0.956
19 H 1.435 2.951 -3.712  O17 1.040

Computed, not measured: 8 unconnected molecules or ions with the total composition C16H33ClIN12O17S, with ωB97M-V/def2-TZVPD.

Properties
total charge = +1
HOMO-LUMO gap = 6.94 eV
LUMO energy = -0.1419 Ha

Bonds (Å) are listed after each position.
CARTESIAN COORDINATES (ANGSTROEM)
1 C 3.939 -1.114 -0.392  C2 1.639, H17 1.170, H18 1.184, H19 1.190
2 C 3.157 -0.090 -1.404  C1 1.639, N3 1.522, N8 1.525
3 N 4.043 1.028 -1.938  C2 1.522, I4 2.062, C5 1.536
4 I 6.028 1.472 -1.601  N3 2.062, O35 2.386
5 C 3.075 1.823 -2.826  N3 1.536, C6 1.650, H20 1.183
6 C 1.575 1.138 -2.764  C5 1.650, Cl7 1.853, N8 1.513
7 Cl 0.033 1.726 -3.607  C6 1.853
8 N 1.700 -0.065 -1.856  C2 1.525, C6 1.513, C9 1.513
9 C 0.699 -1.089 -1.368  N8 1.513, C10 1.639, H21 1.180, H22 1.194
10 C -0.154 -1.846 -2.545  C9 1.639, S11 1.909, H23 1.171, H24 1.192
11 S -1.749 -2.478 -1.709  C10 1.909, C12 1.880
12 C -2.959 -1.046 -1.569  S11 1.880, N13 1.527, O16 1.483
13 N -3.204 -0.011 -2.664  C12 1.527, N14 1.394
14 N -4.188 0.891 -2.262  N13 1.394, C15 1.536
15 C -4.650 0.527 -0.843  N14 1.536, O16 1.471, H25 1.193
16 O -3.875 -0.665 -0.467  C12 1.483, C15 1.471
17 H 4.574 -1.946 -0.916  C1 1.170
18 H 4.637 -0.477 0.321  C1 1.184
19 H 3.173 -1.667 0.332  C1 1.190
20 H 3.370 2.790 -3.440  C5 1.183
21 H -0.020 -0.612 -0.563  C9 1.180
22 H 1.298 -1.945 -0.789  C9 1.194
23 H -0.386 -1.196 -3.491  C10 1.171
24 H 0.430 -2.806 -2.943  C10 1.192
25 H -5.471 1.130 -0.222  C15 1.193
26 C 3.967 -5.276 0.921  N27 1.488, H30 1.092, H31 1.092, H32 1.092
27 N 3.201 -4.044 1.251  C26 1.488, O28 1.236, O29 1.237
28 O 3.762 -3.200 1.959  N27 1.236
29 O 2.056 -3.959 0.789  N27 1.237
30 H 4.951 -5.216 1.390  C26 1.092
31 H 3.405 -6.127 1.310  C26 1.092
32 H 4.060 -5.324 -0.166  C26 1.092
33 C 10.333 0.666 0.030  N34 1.488, H37 1.092, H38 1.092, H39 1.092
34 N 9.410 1.708 -0.495  C33 1.488, O35 1.236, O36 1.237
35 O 8.243 1.367 -0.722  I4 2.386, N34 1.236
36 O 9.883 2.838 -0.664  N34 1.237
37 H 9.786 -0.274 0.129  C33 1.092
38 H 11.153 0.561 -0.684  C33 1.092
39 H 10.695 1.005 1.002  C33 1.092
40 C 6.985 -4.082 -3.035  N41 1.488, H44 1.092, H45 1.092, H46 1.092
41 N 6.178 -4.365 -1.817  C40 1.488, O42 1.236, O43 1.237
42 O 6.726 -4.193 -0.722  N41 1.236
43 O 5.017 -4.752 -1.995  N41 1.237
44 H 7.980 -3.751 -2.730  C40 1.092
45 H 7.046 -5.006 -3.612  C40 1.092
46 H 6.472 -3.296 -3.594  C40 1.092
47 C -6.163 0.121 3.106  N48 1.488, H51 1.092, H52 1.092, H53 1.092
48 N -7.089 0.753 2.129  C47 1.488, O49 1.236, O50 1.237
49 O -6.590 1.487 1.268  N48 1.236
50 O -8.292 0.496 2.254  N48 1.237
51 H -5.141 0.434 2.878  C47 1.092
52 H -6.455 0.457 4.103  C47 1.092
53 H -6.266 -0.962 3.005  C47 1.092
54 C -7.788 3.463 -0.791  N55 1.488, H58 1.092, H59 1.092, H60 1.092
55 N -8.711 4.505 -1.315  C54 1.488, O56 1.236, O57 1.237
56 O -9.878 4.165 -1.543  N55 1.236
57 O -8.239 5.635 -1.484  N55 1.237
58 H -8.335 2.523 -0.692  C54 1.092
59 H -6.969 3.359 -1.505  C54 1.092
60 H -7.426 3.803 0.182  C54 1.092
61 C 12.416 4.318 -1.904  N62 1.488, H65 1.092, H66 1.092, H67 1.092
62 N 13.794 3.871 -2.244  C61 1.488, O63 1.236, O64 1.237
63 O 14.207 4.124 -3.382  N62 1.236
64 O 14.423 3.279 -1.359  N62 1.237
65 H 11.984 4.821 -2.772  C61 1.092
66 H 11.836 3.430 -1.645  C61 1.092
67 H 12.492 5.004 -1.058  C61 1.092
68 C -11.701 0.059 1.431  N69 1.488, H72 1.092, H73 1.092, H74 1.092
69 N -12.106 -1.356 1.215  C68 1.488, O70 1.236, O71 1.237
70 O -12.721 -1.616 0.175  N69 1.236
71 O -11.796 -2.165 2.097  N69 1.237
72 H -12.037 0.657 0.581  C68 1.092
73 H -12.174 0.401 2.353  C68 1.092
74 H -10.612 0.082 1.511  C68 1.092
75 C -9.035 0.802 7.196  N76 1.488, H79 1.092, H80 1.092, H81 1.092
76 N -8.322 0.958 5.900  C75 1.488, O77 1.236, O78 1.237
77 O -8.648 0.199 4.980  N76 1.236
78 O -7.456 1.839 5.842  N76 1.237
79 H -9.765 -0.005 7.103  C75 1.092
80 H -8.289 0.560 7.956  C75 1.092
81 H -9.533 1.749 7.415  C75 1.092

Computed, not measured: a gas-phase ion, C5H14N2OP (charge +1), with ωB97M-V/def2-TZVPD.

Properties
total charge = +1
HOMO-LUMO gap = 10.56 eV
LUMO energy = -0.1095 Ha
relative energy (zero: lowest compared OMol25 entry of this formula, charge and spin) = 91.0 kJ/mol
structure (SMILES) = CNC[PH2]=[N+](C)C(C)=O

Bonds (Å) are listed after each position.
CARTESIAN COORDINATES (ANGSTROEM)
1 C 2.937 0.388 0.663  N2 1.474, H10 1.085, H11 1.072, H12 1.074
2 N 1.485 0.546 0.468  C1 1.474, C3 1.446, H13 1.013
3 C 1.180 1.030 -0.860  N2 1.446, P4 1.821, H14 1.091, H15 1.081
4 P -0.601 1.381 -1.011  C3 1.821, N5 1.684, H16 1.394, H17 1.395
5 N -1.606 0.239 -0.289  P4 1.684, C6 1.497, C7 1.400
6 C -1.764 0.397 1.191  N5 1.497, H18 1.072, H19 1.077, H20 1.069
7 C -1.227 -1.026 -0.754  N5 1.400, C8 1.494, O9 1.174
8 C -1.570 -2.274 -0.008  C7 1.494, H21 1.076, H22 1.071, H23 1.074
9 O -0.650 -1.083 -1.774  C7 1.174
10 H 3.358 -0.269 -0.091  C1 1.085
11 H 3.083 -0.051 1.630  C1 1.072
12 H 3.402 1.355 0.641  C1 1.074
13 H 1.059 -0.368 0.564  N2 1.013
14 H 1.402 0.290 -1.630  C3 1.091
15 H 1.764 1.915 -1.072  C3 1.081
16 H -0.969 1.406 -2.355  P4 1.394
17 H -0.913 2.591 -0.390  P4 1.395
18 H -1.971 1.427 1.400  C6 1.072
19 H -0.877 0.125 1.740  C6 1.077
20 H -2.559 -0.217 1.555  C6 1.069
21 H -0.682 -2.757 0.362  C8 1.076
22 H -2.291 -2.115 0.767  C8 1.071
23 H -1.987 -2.931 -0.748  C8 1.074

Computed, not measured: 6 unconnected molecules or ions with the total composition C44H77BFNO10, with ωB97M-V/def2-TZVPD.

Properties
HOMO-LUMO gap = 7.84 eV
LUMO energy = -0.0136 Ha
structure (SMILES) = CCCCCc1c(CC(C)C)ccc2c1C(=O)c1c(O)c(NCC)c(B(O)CC)c(CC(=O)F)c1C2=O.CC(C)O.CC(C)O.CC(C)O.CC(C)O.CC(C)O

Bonds (Å) are listed after each position.
CARTESIAN COORDINATES (ANGSTROEM)
1 C -1.106 4.345 -3.273  C2 1.587, H38 1.125, H39 1.123, H40 1.129
2 C -1.540 2.916 -2.736  C1 1.587, C3 1.603, H41 1.131, H42 1.123
3 C -2.607 3.006 -1.543  C2 1.603, C4 1.584, H43 1.127, H44 1.121
4 C -2.359 1.744 -0.618  C3 1.584, C5 1.594, H45 1.134, H46 1.123
5 C -3.682 1.041 -0.074  C4 1.594, C6 1.560, H47 1.120, H48 1.132
6 C -3.769 -0.485 -0.386  C5 1.560, C7 1.495, C15 1.465
7 C -5.000 -1.014 -1.048  C6 1.495, C8 1.559, C12 1.479
8 C -6.197 -0.116 -1.488  C7 1.559, C9 1.593, H49 1.135, H50 1.121
9 C -6.951 0.631 -0.300  C8 1.593, C10 1.600, C11 1.607, H51 1.121
10 C -7.233 2.145 -0.734  C9 1.600, H52 1.119, H53 1.129, H54 1.120
11 C -8.323 -0.173 -0.067  C9 1.607, H55 1.127, H56 1.120, H57 1.114
12 C -5.117 -2.462 -1.326  C7 1.479, C13 1.477, H58 1.114
13 C -4.053 -3.438 -1.010  C12 1.477, C14 1.457, H59 1.120
14 C -2.844 -2.914 -0.389  C13 1.457, C15 1.490, C36 1.571
15 C -2.721 -1.462 -0.079  C6 1.465, C14 1.490, C16 1.571
16 C -1.378 -0.974 0.574  C15 1.571, O17 1.210, C18 1.568
17 O -1.347 -0.174 1.482  C16 1.210
18 C -0.098 -1.645 -0.035  C16 1.568, C19 1.452, C35 1.495
19 C 1.116 -0.902 -0.319  C18 1.452, O20 1.407, C21 1.500
20 O 1.134 0.466 0.011  C19 1.407, H60 0.980
21 C 2.299 -1.581 -0.942  C19 1.500, N22 1.425, C25 1.467
22 N 3.429 -0.758 -1.218  C21 1.425, C23 1.484, H61 1.019
23 C 4.109 -0.249 -0.001  N22 1.484, C24 1.581, H62 1.122, H63 1.130
24 C 5.567 0.194 -0.424  C23 1.581, H64 1.132, H65 1.119, H66 1.129
25 C 2.171 -3.011 -1.240  C21 1.467, B26 1.599, C30 1.497
26 B 3.360 -3.817 -1.942  C25 1.599, O27 1.404, C28 1.615
27 O 3.795 -5.035 -1.394  B26 1.404, H67 0.974
28 C 4.060 -3.302 -3.303  B26 1.615, C29 1.592, H68 1.131, H69 1.130
29 C 3.908 -4.296 -4.538  C28 1.592, H70 1.127, H71 1.131, H72 1.120
30 C 0.922 -3.782 -0.943  C25 1.497, C31 1.569, C35 1.458
31 C 0.776 -5.310 -1.271  C30 1.569, C32 1.571, H73 1.124, H74 1.121
32 C 1.345 -6.094 -0.035  C31 1.571, O33 1.183, F34 1.387
33 O 1.552 -5.543 0.991  C32 1.183
34 F 1.624 -7.449 -0.140  C32 1.387
35 C -0.219 -3.104 -0.342  C18 1.495, C30 1.458, C36 1.571
36 C -1.594 -3.794 -0.026  C14 1.571, C35 1.571, O37 1.210
37 O -1.677 -4.897 0.465  C36 1.210
38 H -1.269 5.149 -2.503  C1 1.125
39 H -0.025 4.307 -3.571  C1 1.123
40 H -1.785 4.579 -4.144  C1 1.129
41 H -0.617 2.424 -2.306  C2 1.131
42 H -1.957 2.239 -3.530  C2 1.123
43 H -2.358 3.915 -0.926  C3 1.127
44 H -3.658 3.066 -1.930  C3 1.121
45 H -1.825 0.970 -1.251  C4 1.134
46 H -1.690 1.946 0.262  C4 1.123
47 H -4.566 1.625 -0.437  C5 1.120
48 H -3.657 1.146 1.053  C5 1.132
49 H -5.758 0.693 -2.152  C8 1.135
50 H -6.899 -0.695 -2.142  C8 1.121
51 H -6.315 0.570 0.621  C9 1.121
52 H -7.378 2.252 -1.839  C10 1.119
53 H -8.219 2.416 -0.253  C10 1.129
54 H -6.461 2.829 -0.298  C10 1.120
55 H -8.026 -1.090 0.517  C11 1.127
56 H -8.763 -0.417 -1.068  C11 1.120
57 H -8.988 0.518 0.500  C11 1.114
58 H -6.037 -2.841 -1.827  C12 1.114
59 H -4.148 -4.528 -1.248  C13 1.120
60 H 1.161 0.459 0.991  O20 0.980
61 H 4.072 -1.171 -1.892  N22 1.019
62 H 4.076 -0.938 0.884  C23 1.122
63 H 3.578 0.705 0.293  C23 1.130
64 H 5.502 1.213 -0.913  C24 1.132
65 H 6.274 0.311 0.435  C24 1.119
66 H 5.984 -0.484 -1.225  C24 1.129
67 H 4.487 -5.423 -1.960  O27 0.974
68 H 3.685 -2.285 -3.627  C28 1.131
69 H 5.166 -3.198 -3.097  C28 1.130
70 H 3.173 -3.882 -5.285  C29 1.127
71 H 4.901 -4.312 -5.078  C29 1.131
72 H 3.682 -5.358 -4.261  C29 1.120
73 H -0.313 -5.573 -1.356  C31 1.124
74 H 1.249 -5.593 -2.247  C31 1.121
75 C 7.735 -0.984 4.176  C76 1.520, H79 1.094, H80 1.092, H81 1.092
76 C 7.938 -1.616 2.808  C75 1.520, C77 1.521, O78 1.427, H82 1.093
77 C 9.021 -2.683 2.844  C76 1.521, H83 1.094, H84 1.092, H85 1.092
78 O 8.296 -0.606 1.866  C76 1.427, H86 0.965
79 H 8.651 -0.494 4.519  C75 1.094
80 H 6.962 -0.214 4.131  C75 1.092
81 H 7.441 -1.731 4.916  C75 1.092
82 H 6.999 -2.058 2.466  C76 1.093
83 H 9.982 -2.251 3.140  C77 1.094
84 H 9.162 -3.120 1.853  C77 1.092
85 H 8.767 -3.481 3.544  C77 1.092
86 H 9.125 -0.206 2.155  O78 0.965
87 C 3.545 -0.287 7.472  C88 1.521, H91 1.094, H92 1.092, H93 1.092
88 C 4.597 -0.957 6.601  C87 1.521, C89 1.521, O90 1.427, H94 1.094
89 C 4.732 -2.434 6.934  C88 1.521, H95 1.094, H96 1.092, H97 1.092
90 O 5.854 -0.309 6.790  C88 1.427, H98 0.965
91 H 3.817 -0.352 8.530  C87 1.094
92 H 3.465 0.775 7.230  C87 1.092
93 H 2.565 -0.751 7.336  C87 1.092
94 H 4.329 -0.841 5.547  C88 1.094
95 H 5.044 -2.571 7.974  C89 1.094
96 H 5.497 -2.900 6.309  C89 1.092
97 H 3.788 -2.962 6.782  C89 1.092
98 H 6.102 -0.404 7.718  O90 0.965
99 C 1.534 4.477 -6.371  C100 1.520, H103 1.094, H104 1.092, H105 1.092
100 C 1.656 5.884 -5.810  C99 1.520, C101 1.521, O102 1.426, H106 1.092
101 C 2.638 6.719 -6.618  C100 1.521, H107 1.094, H108 1.092, H109 1.092
102 O 2.093 5.817 -4.455  C100 1.426, H110 0.965
103 H 2.496 3.957 -6.337  C99 1.094
104 H 0.834 3.886 -5.776  C99 1.092
105 H 1.184 4.494 -7.406  C99 1.092
106 H 0.676 6.366 -5.812  C100 1.092
107 H 3.639 6.277 -6.592  C101 1.094
108 H 2.725 7.723 -6.196  C101 1.092
109 H 2.322 6.804 -7.660  C101 1.092
110 H 2.959 5.391 -4.442  O102 0.965
111 C 4.326 3.190 4.851  C112 1.521, H115 1.094, H116 1.092, H117 1.093
112 C 3.804 2.710 3.505  C111 1.521, C113 1.521, O114 1.426, H118 1.092
113 C 2.386 2.173 3.622  C112 1.521, H119 1.095, H120 1.093, H121 1.092
114 O 4.660 1.687 3.002  C112 1.426, H122 0.966
115 H 4.354 2.369 5.573  C111 1.094
116 H 5.348 3.563 4.754  C111 1.092
117 H 3.699 3.989 5.255  C111 1.093
118 H 3.827 3.533 2.787  C112 1.092
119 H 2.348 1.317 4.303  C113 1.095
120 H 2.029 1.822 2.650  C113 1.093
121 H 1.701 2.940 3.989  C113 1.092
122 H 4.648 0.953 3.630  O114 0.966
123 C -13.223 0.999 -1.462  C124 1.521, H127 1.094, H128 1.092, H129 1.092
124 C -11.954 0.179 -1.287  C123 1.521, C125 1.521, O126 1.427, H130 1.093
125 C -12.246 -1.160 -0.628  C124 1.521, H131 1.094, H132 1.092, H133 1.092
126 O -11.021 0.908 -0.490  C124 1.427, H134 0.966
127 H -13.683 1.214 -0.492  C123 1.094
128 H -12.997 1.961 -1.926  C123 1.092
129 H -13.950 0.473 -2.084  C123 1.092
130 H -11.486 0.015 -2.261  C124 1.093
131 H -12.673 -1.018 0.369  C125 1.094
132 H -11.325 -1.733 -0.500  C125 1.092
133 H -12.945 -1.750 -1.225  C125 1.092
134 H -11.424 1.059 0.374  O126 0.966

Computed, not measured: 2 unconnected molecules or ions with the total composition C4H9N2O, with ωB97M-V/def2-TZVPD.

Properties
total charge = +1
HOMO-LUMO gap = 11.08 eV
LUMO energy = -0.1162 Ha
relative energy (zero: lowest compared OMol25 entry of this formula, charge and spin) = 56.5 kJ/mol

Bonds (Å) are listed after each position.
CARTESIAN COORDINATES (ANGSTROEM)
1 C -0.190 0.127 -1.012  C2 1.372, N4 1.342, H7 1.090
2 C 1.051 0.351 -0.472  C1 1.372, N5 1.394, C6 1.521
3 C 0.372 -1.690 0.007  N4 1.317, N5 1.312, H8 1.090
4 N -0.556 -1.137 -0.747  C1 1.342, C3 1.317, H9 1.036
5 N 1.358 -0.842 0.178  C2 1.394, C3 1.312, H10 1.036
6 C 1.890 1.620 -0.482  C2 1.521, H11 1.103, H12 1.103, H13 1.103
7 H -0.820 0.773 -1.624  C1 1.090
8 H 0.319 -2.653 0.515  C3 1.090
9 H -1.479 -1.548 -0.976  N4 1.036
10 H 2.169 -0.936 0.816  N5 1.036
11 H 2.752 1.588 -1.169  C6 1.103
12 H 2.248 1.917 0.518  C6 1.103
13 H 1.180 2.383 -0.843  C6 1.103
14 O -3.233 -0.104 2.091  H15 0.984, H16 0.984
15 H -3.551 -0.660 1.345  O14 0.984
16 H -3.512 0.810 1.856  O14 0.984

Table of F_max (eV Å⁻¹), in record order: 4.4, 3.9, 9.1, 3.8, 2.6, 2.4
Table of HOMO level (Eh), in record order: -0.517, -0.301, -0.397, -0.497, -0.302, -0.523